The following is a quantum chemistry calculation of C12H16N2O3 in the gas phase in a non-equilibrium geometry, from the OMol25 dataset.

As for the total charge: 0. The calculation puts the HOMO energy at -9.1 eV. The gap between HOMO and LUMO is 9.748 eV. The SMILES is C[C@H](N)C(=O)N[C@@H](Cc1ccccc1)C(=O)O. The calculation puts the energy above the lowest of the compared OMol25 structures with the same formula, charge and spin at 0.6721 eV. Its strongest force on any atom is 2.58 eV/A.

Geometry as XYZ:
```
33
C12H16N2O3 | the OMol25 dataset | ωB97M-V/def2-TZVPD
C -0.4809 2.8954 -0.1190
C 0.8924 2.4662 0.3801
N 2.0062 2.7742 -0.6021
C 0.9290 0.9579 0.8956
O 0.6310 0.5639 2.0337
N 1.3546 0.0977 -0.0555
C 1.3581 -1.3300 0.1190
C 0.2668 -2.0751 -0.7078
C -1.0774 -1.4994 -0.3246
C -1.5661 -1.6351 0.9476
C -2.8862 -1.2934 1.2542
C -3.6468 -0.6521 0.3050
C -3.1283 -0.4225 -0.9858
C -1.8561 -0.8594 -1.2832
C 2.7421 -1.9326 0.0239
O 2.9332 -3.0997 0.2958
O 3.7676 -1.0626 -0.2070
H -0.5788 3.9139 -0.4133
H -0.7027 2.3242 -1.0127
H -1.2358 2.6778 0.6089
H 1.0465 2.9499 1.3654
H 1.9598 3.7965 -0.6698
H 2.8993 2.6499 -0.1699
H 1.8029 0.5196 -0.8837
H 1.1242 -1.4104 1.1191
H 0.4455 -3.1494 -0.5230
H 0.4682 -1.8992 -1.7777
H -0.8904 -2.1057 1.7196
H -3.2930 -1.3960 2.2675
H -4.7288 -0.5086 0.5975
H -3.6821 0.0427 -1.7774
H -1.4441 -0.7007 -2.3036
H 4.5700 -1.5982 -0.1167
```

***

The following is a quantum chemistry calculation of C12H16N2O3 in the gas phase in a non-equilibrium geometry, from the OMol25 dataset.

As for the total charge: 0. The calculation puts the HOMO energy at -8.9 eV. The gap between HOMO and LUMO is 9.555 eV. The SMILES is C[C@H](NC(=O)[C@@H](N)Cc1ccccc1)C(=O)O. The calculation puts the energy above the lowest of the compared OMol25 structures with the same formula, charge and spin at 2.2858 eV. Its strongest force on any atom is 3.97 eV/A.

Geometry as XYZ:
```
33
C12H16N2O3 | the OMol25 dataset | ωB97M-V/def2-TZVPD
C 1.6350 -3.3645 1.0786
C 0.7626 -2.1122 0.7142
N 0.4800 -1.1311 1.6919
C 0.8033 0.1986 1.6675
O 0.3166 1.0156 2.5225
C 1.7238 0.7527 0.5946
N 2.3951 -0.0108 -0.4201
C 0.9423 2.0517 0.0625
C -0.4525 1.8398 -0.5341
C -1.5342 1.5406 0.3231
C -2.8729 1.5517 -0.2083
C -3.1010 1.9213 -1.5305
C -2.0510 2.0122 -2.3956
C -0.7267 1.9754 -1.9319
C -0.5931 -2.4705 0.1330
O -1.3166 -3.2943 0.5474
O -0.8724 -1.6934 -0.9132
H 0.9342 -4.1467 1.5018
H 2.4867 -3.1869 1.8140
H 2.0674 -3.7061 0.1359
H 1.2022 -1.6606 -0.2343
H -0.1804 -1.3161 2.3803
H 2.4599 1.2066 1.3198
H 3.0569 -0.7478 -0.1050
H 2.8945 0.5984 -1.0463
H 0.8709 2.6348 0.9993
H 1.5521 2.6199 -0.7030
H -1.5143 1.4441 1.3713
H -3.6479 1.3493 0.6056
H -4.0945 2.1906 -1.8340
H -2.0411 1.8923 -3.5336
H 0.0178 2.1260 -2.7109
H -1.6027 -2.0803 -1.3627
```